Entry 1:
57
Properties=species:S:1:pos:R:3:mulliken_charge:R:1 method="wB97M-V/def2-TZVPD" lumo_energy_ev=0.38 homo_lumo_gap_ha=0.3247
C 1.18927 -3.94434 -1.28742 -1.481
C 0.14056 -3.53997 -0.25483 -0.636
N 0.19058 -2.10687 -0.07643 -0.035
C -0.80048 -1.31598 0.55654 0.100
P -1.85765 -2.41987 1.67674 -0.031
N -1.04406 -3.00630 2.87519 -0.830
O -0.13761 -0.56523 1.57945 -0.502
C 0.16711 0.79453 1.29104 1.162
C 1.69043 0.97404 1.26594 -2.115
C 2.53833 -0.11993 0.61138 -0.066
C 4.02429 0.13133 0.91687 -0.680
Cl 4.88978 -1.36599 1.32176 -0.218
P -0.25517 1.48119 3.04198 -0.458
N -0.15970 3.20386 2.84852 -0.585
O -1.86422 1.24764 3.24527 -0.428
C -0.67687 1.15885 -0.00395 2.680
C -1.53669 2.40522 0.29195 -2.547
C 0.31588 1.71123 -1.08531 -1.867
C -0.22315 2.27673 -2.38954 -0.668
O 0.92036 2.94220 -3.02091 -0.415
C 1.42117 2.20099 -4.03012 0.119
O 2.35484 1.48541 -3.91041 -0.455
C -1.49913 -0.14574 -0.35096 1.813
C -3.02461 -0.01261 -0.10681 -0.487
F -3.65750 -1.17032 -0.34817 -0.277
F -3.26017 0.31166 1.16773 -0.061
F -3.59765 0.92192 -0.86716 -0.272
S -1.47187 -0.84369 -2.06929 1.510
O -1.74409 -2.23432 -2.02877 -0.682
O -2.25820 -0.02329 -2.92494 -0.775
F 0.00765 -0.65984 -2.51725 -0.199
H 2.17816 -3.57919 -1.02174 0.305
H 1.18733 -5.02486 -1.40456 0.432
H 0.89104 -3.53872 -2.25570 0.306
H 0.35982 -4.07988 0.66720 0.410
H -0.81189 -3.90761 -0.63598 0.313
H 0.79610 -1.62920 -0.71769 0.460
H -2.45673 -3.39637 0.86793 0.118
H -2.90344 -1.61549 2.12823 0.057
H -1.03121 -4.01815 2.85074 0.237
H 2.01175 0.99422 2.31132 1.069
H 1.98551 1.94351 0.86097 0.340
H 2.26970 -1.06482 1.07072 0.295
H 2.43818 -0.15005 -0.47055 -0.028
H 4.51347 0.61280 0.07612 0.404
H 4.12729 0.78268 1.78010 0.345
H -0.74142 3.67305 3.53374 0.230
H 0.79898 3.46933 3.04328 0.222
H -2.35028 2.07186 3.10047 0.332
H -2.16663 2.67627 -0.54732 0.620
H -2.19302 2.28072 1.14026 0.557
H -0.88858 3.24765 0.49973 0.342
H 0.78989 2.56725 -0.61738 0.995
H 1.08785 0.99467 -1.33662 -0.171
H -0.59870 1.54144 -3.08686 0.487
H -0.97728 3.04629 -2.27060 0.247
H 0.91306 2.33078 -4.99130 0.466

---

Entry 2:
46
Properties=species:S:1:pos:R:3:lowdin_spin:R:1 method="wB97M-V/def2-TZVPD" charge=+2 spin_multiplicity=8 lumo_energy_ev="-7.42 / -9.06" homo_lumo_gap_ha="0.3158 / 0.2535"
C 1.69025 2.59837 -0.66800 -0.009
H 2.50775 3.25007 -0.33750 0.000
H 2.01735 2.09577 -1.58600 0.000
H 1.53995 1.83167 0.09980 -0.008
C 0.41145 3.40637 -0.91280 -0.002
H -0.39755 2.72777 -1.21310 -0.002
H 0.08925 3.87377 0.02670 0.000
C 0.59435 4.48697 -1.98360 0.000
H -0.32925 5.05347 -2.14440 0.000
H 1.37825 5.19667 -1.69350 0.000
H 0.88795 4.04257 -2.94210 0.000
C -0.95135 -1.96723 0.06210 0.127
C -1.65455 -1.24043 -0.98280 0.019
C -0.69115 -0.88723 -1.92630 -0.020
C 0.57555 -1.50993 -1.56500 -0.019
C 0.39925 -2.24953 -0.39690 0.049
C 1.36735 -3.17343 0.25990 0.007
C 1.81265 -1.42483 -2.39600 -0.001
C -0.90275 -0.09073 -3.17110 0.000
C -3.11995 -0.96863 -1.02060 0.002
C -1.61925 -2.66583 1.20100 0.019
Gd -0.05275 -0.08363 0.15140 6.823
H 2.69855 -1.71743 -1.83440 0.000
H 1.74575 -2.07883 -3.26900 0.000
H 1.98525 -0.41513 -2.77010 0.000
H 2.39835 -2.92033 0.01700 0.001
H 1.27845 -3.14943 1.34490 0.001
H 1.20125 -4.20673 -0.05750 0.003
H -2.45925 -2.09213 1.59000 0.002
H -2.00315 -3.63783 0.88110 0.009
H -0.93155 -2.83943 2.02740 0.002
H -3.35435 -0.09373 -1.62560 0.000
H -3.66585 -1.81543 -1.44540 0.001
H -3.52465 -0.78813 -0.02580 0.000
H -0.07985 0.59987 -3.35940 0.000
H -0.97705 -0.74103 -4.04640 0.000
H -1.81645 0.49947 -3.12360 0.000
N -0.28625 1.39927 5.61130 0.000
N 0.06945 0.62847 4.51510 0.000
N 0.77455 -0.48693 4.58820 0.001
C 0.87295 -0.90183 3.31030 0.000
N 0.23145 -0.04013 2.49500 -0.003
N -0.26055 0.91287 3.26800 0.001
H -0.84515 2.25527 5.48490 0.000
H -0.00155 1.11507 6.55980 0.000
H 1.39675 -1.78803 3.00300 0.000

---

Entry 3:
46
Properties=species:S:1:pos:R:3:mulliken_charge:R:1 method="wB97M-V/def2-TZVPD" lumo_energy_ev=0.75 e_above_lowest_kcal_mol=133.8 homo_lumo_gap_ha=0.3600
C 4.74626 1.51653 -0.09743 -0.364
C 3.94097 2.25033 -0.66401 -0.017
N 2.95042 3.21510 -1.12815 -0.343
C 2.06732 3.50992 0.01824 0.640
O 2.37459 3.04947 1.11140 -0.476
O 0.88191 4.25088 -0.09090 -0.142
N 0.07120 3.69218 -1.09039 -0.422
C -1.34409 3.60197 -0.64623 -0.727
C -1.56301 2.37415 0.37227 -0.401
C -1.57555 0.94215 -0.39657 -0.226
H 5.30836 0.98087 0.71992 0.326
H 2.41200 2.74857 -1.87278 0.409
H 0.35466 2.70367 -1.24300 0.262
H -1.95592 3.39755 -1.58744 0.374
H -1.69048 4.55418 -0.12825 0.345
H -2.56844 2.42792 0.90854 0.355
H -0.68283 2.40347 1.08521 0.305
H -0.57827 0.42861 -0.18612 -0.506
H -1.59620 1.19629 -1.51322 0.327
H -2.46024 0.31123 -0.08948 0.348
C 1.74458 -2.01251 -3.19248 -0.583
C 1.70388 -2.11367 -1.68070 -0.546
C 1.87358 -0.66566 -1.26535 -0.188
O 1.29061 0.13703 -2.30352 -0.312
C 1.02814 -0.69768 -3.44042 -0.536
H 1.27537 -2.85513 -3.70200 0.355
H 2.78281 -1.94206 -3.53175 0.270
H 0.72443 -2.48277 -1.35964 0.161
H 2.46880 -2.76933 -1.26261 0.394
H 2.93052 -0.39521 -1.18755 0.115
H 1.38662 -0.44328 -0.31296 0.247
H -0.05554 -0.84270 -3.50695 0.279
H 1.36882 -0.19816 -4.34958 0.285
C -1.56661 -1.95128 3.48274 -0.617
C -2.59535 -3.03046 3.75006 -0.532
C -3.49535 -2.91513 2.53383 -0.453
O -2.67169 -2.46354 1.45052 -0.403
C -1.40926 -2.03436 1.97653 0.157
H -0.62719 -2.09691 4.01775 0.367
H -1.97213 -0.97396 3.76305 0.282
H -2.10929 -4.01106 3.76369 0.252
H -3.13226 -2.90312 4.69109 0.351
H -4.28237 -2.16973 2.69064 0.276
H -3.96392 -3.86483 2.26703 0.271
H -0.65822 -2.78168 1.69667 0.190
H -1.13166 -1.07784 1.53030 -0.146

---

Entry 4:
46
Properties=species:S:1:pos:R:3:lowdin_spin:R:1 method="wB97M-V/def2-TZVPD" charge=+1 spin_multiplicity=2 lumo_energy_ev="-4.67 / -4.67" homo_lumo_gap_ha="0.2542 / 0.2715"
N 3.65699 -3.52502 1.84911 0.000
P 3.16266 -4.39553 0.38211 0.000
O 3.45311 -6.05077 0.60549 0.000
C 1.29286 -4.19010 0.34053 0.000
C 0.40583 -5.05844 1.14617 0.000
C -1.05649 -4.77581 1.06944 0.000
C -1.49781 -3.67874 0.20833 0.000
N -0.60498 -2.91017 -0.52229 0.000
C 0.75918 -3.11527 -0.49796 0.000
H 3.27031 -2.57809 1.69051 0.000
H 3.05500 -3.91372 2.59751 0.000
H 4.38340 -6.20668 0.33977 0.000
H 0.82425 -5.87311 1.79069 0.000
H -1.75583 -5.38612 1.68750 0.000
H -2.58263 -3.41595 0.14643 0.000
H -0.93430 -2.13548 -1.11357 0.000
H 1.42286 -2.43242 -1.09108 0.000
C -2.49002 2.34109 0.61853 0.002
C -1.17899 1.53007 0.42713 0.027
C -0.06812 2.10306 1.32762 0.015
C 0.50141 3.42807 0.82912 0.001
C 0.94168 3.31619 -0.62927 0.016
C -0.16917 2.77520 -1.54665 0.026
N -0.79791 1.52656 -1.01739 0.366
O 0.05625 0.52038 -1.21195 0.537
C -1.24057 3.87119 -1.74320 0.002
C 0.41239 2.57484 -2.96034 -0.001
C -1.52128 0.12315 0.94040 -0.001
H -3.19805 1.82662 1.27149 0.000
H -2.31513 3.32082 1.06532 0.000
H -3.02185 2.48422 -0.32330 0.001
H 0.75674 1.38417 1.40086 0.003
H -0.44538 2.23385 2.34611 0.001
H -0.23468 4.22851 0.94624 0.000
H 1.35679 3.71121 1.44672 0.001
H 1.26955 4.29796 -0.97809 0.001
H 1.81707 2.65961 -0.67719 0.003
H -2.08461 3.49485 -2.32567 0.001
H -0.82580 4.72139 -2.28836 0.000
H -1.62215 4.28027 -0.80890 0.000
H 1.27330 1.90406 -2.96931 -0.001
H 0.75638 3.52498 -3.37251 0.000
H -0.34176 2.17270 -3.64212 0.000
H -2.30304 -0.33803 0.32716 0.000
H -1.88578 0.16258 1.96880 0.000
H -0.65173 -0.53813 0.95008 -0.001

---

Entry 5:
48
Properties=species:S:1:pos:R:3:lowdin_spin:R:1 method="wB97M-V/def2-TZVPD" charge=+1 spin_multiplicity=2 lumo_energy_ev="-2.49 / -5.12" e_above_lowest_kcal_mol=0.0 homo_lumo_gap_ha="0.2456 / 0.1459"
Sr 0.62357 -0.40545 -0.21044 -0.001
P 2.34417 1.31678 1.73570 0.048
P 0.29009 -1.42438 -3.09622 0.002
N -0.90151 0.84717 1.40593 0.322
N -1.77416 -0.31275 -0.89432 0.012
H -2.89555 1.37576 1.81195 0.009
H -3.64493 -0.47400 0.12588 0.000
H -2.50055 -0.35184 2.07055 0.021
C -2.31433 0.52143 1.41853 0.038
H -3.19800 1.19177 -0.38806 0.001
C -2.80371 0.23159 0.00848 0.001
H -1.02576 1.58751 3.37068 -0.004
H -3.32627 -0.82946 -2.21036 0.000
C -0.39840 1.45362 2.47181 0.000
C -2.23029 -0.79946 -2.04041 0.000
C 0.87579 2.06322 2.47697 0.461
C -1.47957 -1.30077 -3.10707 0.013
H 1.08219 2.67736 3.36032 0.020
H -2.05759 -1.60675 -3.97626 0.001
H 0.50028 -0.95778 -4.42389 0.001
H 0.38416 -2.82413 -3.38494 0.001
H 3.02146 2.55076 1.65612 0.009
H 2.99476 0.91768 2.94719 0.029
H -1.33806 1.90353 -1.75574 0.000
C -0.51892 2.63041 -1.63384 0.000
C 0.24504 2.70439 -2.92908 0.000
C -1.11358 3.94532 -1.18786 0.000
O 0.40687 2.09275 -0.63258 0.011
H -0.39380 3.16196 -3.68715 0.000
H 1.14742 3.31602 -2.82685 0.000
H 0.51695 1.71064 -3.28808 0.000
H -1.78967 3.82877 -0.32603 0.000
H -0.32078 4.67265 -0.95153 0.000
H -1.71169 4.36806 -2.00843 0.000
H 0.07511 2.16160 0.32214 0.006
N 0.99904 -6.38162 2.83538 0.000
C 0.80907 -5.15833 2.28416 0.000
C -0.44292 -4.50740 2.38487 0.000
C -0.59219 -3.25209 1.80346 0.000
N 0.41901 -2.63097 1.14738 0.000
C 1.62165 -3.25016 1.05709 0.000
C 1.86108 -4.50986 1.60202 0.000
H 0.25923 -6.85957 3.32943 0.000
H 1.88805 -6.84940 2.76895 0.000
H -1.27810 -4.97369 2.90282 0.000
H -1.54443 -2.71408 1.85829 0.000
H 2.42171 -2.71393 0.52877 0.000
H 2.83582 -4.98201 1.50481 0.000

---

Entry 6:
46
Properties=species:S:1:pos:R:3:mulliken_charge:R:1 method="wB97M-V/def2-TZVPD" lumo_energy_ev=0.59 e_above_lowest_kcal_mol=2.0 homo_lumo_gap_ha=0.3225
C 5.78737 3.88924 -0.04256 -1.176
C 5.97178 2.70638 -0.98624 -0.560
C 5.04440 1.53087 -0.67371 -0.316
C 5.38437 0.82837 0.63942 -0.759
C 4.44466 -0.33715 0.95242 -0.237
C 4.63714 -1.53144 0.01966 -0.527
C 3.83881 -2.76423 0.44857 -1.067
C 2.32741 -2.54920 0.53354 -0.588
C 1.69388 -2.16354 -0.80086 -0.476
C 0.19861 -1.92995 -0.67225 -0.769
S -0.12899 -0.44882 0.36115 -0.206
C -1.82452 -0.31084 0.08014 0.350
N -2.51111 -1.12859 -0.69378 -0.943
N -3.77066 -0.64684 -0.62038 0.317
C -3.77622 0.42767 0.18884 0.490
N -4.88764 1.17516 0.49606 -0.108
C -6.14522 0.92794 0.01116 0.854
C -7.17711 1.90434 0.51088 -1.228
O -6.37599 0.00875 -0.74141 -0.639
N -2.56898 0.67055 0.65010 -0.625
H 4.74943 4.21517 -0.04118 0.285
H 6.06691 3.62704 0.97438 0.321
H 6.40883 4.72442 -0.35855 0.368
H 5.77596 3.04093 -2.00816 0.333
H 7.00953 2.36688 -0.94452 0.312
H 5.11564 0.81260 -1.49281 0.268
H 4.01257 1.88783 -0.63247 0.239
H 6.41467 0.46547 0.59909 0.293
H 5.31786 1.54890 1.45635 0.307
H 3.41498 0.01890 0.89268 0.040
H 4.62455 -0.66662 1.97899 0.349
H 5.69665 -1.80107 0.00701 0.431
H 4.36115 -1.25675 -0.99843 0.210
H 4.04226 -3.57364 -0.25772 0.374
H 4.19368 -3.08765 1.43023 0.367
H 1.86591 -3.47474 0.88736 0.421
H 2.10685 -1.77281 1.26688 0.347
H 1.85949 -2.96011 -1.53083 0.354
H 2.15596 -1.25233 -1.18167 0.188
H -0.26558 -1.73765 -1.63813 0.465
H -0.30368 -2.77167 -0.19674 0.381
H -4.55269 -1.05688 -1.11065 0.319
H -4.71234 1.94715 1.12278 0.239
H -6.89986 2.91851 0.23159 0.337
H -8.14144 1.66103 0.07486 0.333
H -7.24812 1.84847 1.59512 0.332

---

Entry 7:
49
Properties=species:S:1:pos:R:3:lowdin_spin:R:1 method="wB97M-V/def2-TZVPD" charge=+3 spin_multiplicity=5 lumo_energy_ev="-9.71 / -12.34" e_above_lowest_kcal_mol=0.8 homo_lumo_gap_ha="0.2874 / 0.2530"
Pt 12.03204 9.26252 8.64645 1.363
N 10.97398 9.70696 10.48354 0.057
C 10.77087 11.17678 10.65466 0.003
C 10.50858 11.82497 9.30355 0.013
N 11.52465 11.43156 8.31162 0.177
C 12.82254 12.17627 8.38663 0.008
C 13.78773 11.75922 9.46922 0.009
N 13.85786 10.25011 9.60963 0.162
H 11.36168 9.42036 11.39430 0.005
H 10.08999 9.19301 10.47550 0.008
H 9.98292 11.37580 11.36244 0.001
H 11.69991 11.49963 11.16925 0.000
H 9.57629 11.50585 8.93552 0.001
H 10.44422 12.91221 9.34561 0.005
H 11.16229 11.62579 7.39572 0.004
H 13.23254 11.96540 7.39213 0.000
H 12.66893 13.26234 8.49044 0.004
H 14.83431 12.09440 9.24963 0.003
H 13.57306 12.19963 10.43710 0.000
H 14.67944 9.86996 9.18655 0.003
H 14.03067 9.94124 10.56110 0.005
C 5.21564 7.33980 7.42102 0.017
C 5.91077 7.09354 8.74997 0.039
N 7.26301 6.56525 8.58038 0.168
C 8.30451 7.27273 8.32971 0.088
S 8.35231 9.02233 8.44284 0.807
N 9.42859 6.58659 7.94607 0.435
N 10.43880 7.32368 7.50786 0.166
C 11.42119 6.56626 7.07062 0.204
C 11.39086 5.07456 6.93978 0.022
C 12.65415 7.25463 6.55288 0.023
C 13.54975 6.52059 5.73021 0.045
C 14.70606 7.16180 5.25379 -0.001
C 14.91004 8.45922 5.62202 0.033
C 14.00615 9.09937 6.46582 0.010
N 12.93157 8.50510 6.91166 0.068
H 4.16574 7.60247 7.61513 0.002
H 5.24154 6.49974 6.75534 0.000
H 5.64547 8.19774 6.99819 0.002
H 5.40102 6.26204 9.29866 0.004
H 5.95476 8.01229 9.40935 0.017
H 7.36482 5.55738 8.41233 0.001
H 10.54157 4.55751 7.34628 0.001
H 12.31861 4.60846 7.37664 0.007
H 11.43578 4.81907 5.89023 0.009
H 13.26463 5.48429 5.51784 0.003
H 15.41213 6.54842 4.67535 -0.001
H 15.84504 8.93629 5.29280 0.001
H 14.12532 10.10517 6.87600 0.000

---

Entry 8:
46
Properties=species:S:1:pos:R:3:lowdin_spin:R:1 method="wB97M-V/def2-TZVPD" charge=+4 spin_multiplicity=4 lumo_energy_ev="-15.77 / -19.82" homo_lumo_gap_ha="0.3357 / 0.1888"
Re 0.02031 -0.46423 1.46896 1.441
C -1.98076 -0.77568 1.50621 0.014
O -3.13894 -0.93297 1.57433 0.058
C -0.27841 1.41576 1.78448 0.012
O -0.38101 2.56594 1.97639 0.052
C 1.94272 -0.16054 1.85833 0.011
O 3.03967 0.08403 2.18342 0.052
C -1.47569 0.90297 -1.71445 0.200
P -0.03985 0.18975 -0.76585 0.196
H 0.43377 -1.49827 -2.42413 0.012
H -2.29839 0.22316 -1.43237 0.054
C 1.41071 0.92397 -1.65005 0.112
H 1.07868 0.90324 -2.70411 0.001
C -1.42366 0.93796 -3.26886 0.066
H -1.14361 -0.01381 -3.74000 0.009
H -0.75183 1.72965 -3.63573 0.014
H -2.42369 1.20218 -3.65834 0.027
C -1.83239 2.31229 -1.20240 0.100
H -0.99178 3.01095 -1.35432 0.023
C 0.85094 -2.36203 -0.49352 0.043
H -2.08623 2.28813 -0.13053 0.004
H -2.70113 2.70802 -1.76108 0.035
C -1.41957 -2.16147 -1.63009 0.017
H 0.67627 -2.19065 0.62150 0.010
H 0.73043 -3.43923 -0.71709 0.008
H 1.90296 -2.13599 -0.64187 0.002
C -0.02676 -1.54095 -1.42450 0.096
H -1.31548 -3.24402 -1.74356 0.004
H -1.94046 -1.77076 -2.50658 0.001
H -2.08920 -2.00645 -0.77868 0.004
C 2.74267 0.14204 -1.59583 0.066
H 3.14641 0.07774 -0.56998 0.001
H 3.49764 0.67456 -2.20244 0.015
H 2.66095 -0.87325 -2.00571 0.002
C 1.68153 2.38595 -1.24702 0.038
H 1.86420 2.47031 -0.16007 0.001
H 0.84824 3.04260 -1.52900 0.011
H 2.59002 2.74233 -1.76533 0.016
H -0.64508 -3.38604 1.38299 0.025
H -0.41640 -2.73079 1.79088 0.013
C -0.06559 -0.09322 6.18158 0.015
C -0.03324 -0.30225 4.73031 0.070
N -0.01407 -0.78418 3.66874 0.038
H 0.82229 -0.51655 6.66189 0.004
H -0.95896 -0.52089 6.64791 0.004
H -0.06826 0.97067 6.41555 0.004

---

We obtain strongest force on any atom values of 1.49 10.53 3.07 3.83 2.41 0.97 2.26 8.82 eV/Å for the records listed above, in that order.